Entry 1:
{
  "formula": "C6H14O2",
  "method": "wB97M-V/def2-TZVPD",
  "smiles": "C=CCC(=C)C.O.O",
  "charge": 0,
  "homo_lumo_gap_ev": 9.934,
  "lumo_ev": 0.59,
  "elements": ["C", "C", "C", "C", "C", "C", "H", "H", "H", "H", "H", "H", "H", "H", "H", "H", "H", "H", "O", "H", "H", "O"],
  "coordinates": [[2.661, -1.083, 1.602], [2.367, -0.501, 0.269], [3.298, -0.270, -0.646], [0.889, -0.268, -0.015], [-0.057, -1.308, 0.547], [-0.999, -1.854, -0.226], [3.685, -0.809, 1.868], [2.649, -2.172, 1.698], [1.910, -0.828, 2.343], [4.353, -0.515, -0.711], [3.080, 0.164, -1.632], [0.586, 0.712, 0.353], [0.763, -0.232, -1.105], [-0.055, -1.509, 1.609], [-0.964, -1.680, -1.299], [-1.811, -2.372, 0.266], [-1.407, 1.480, 0.776], [-1.535, 1.093, -0.586], [-1.359, 1.908, -0.104], [-5.843, 3.812, -2.226], [-5.777, 2.844, -1.181], [-6.434, 3.385, -1.602]]
}

Entry 2:
{
  "formula": "C32H24CdCl2IN8O4",
  "method": "wB97M-V/def2-TZVPD",
  "charge": -1,
  "homo_lumo_gap_ev": 5.207,
  "lumo_ev": 1.24,
  "elements": ["Cd", "Cl", "C", "C", "C", "N", "C", "O", "C", "C", "C", "C", "C", "N", "C", "C", "C", "Cl", "N", "C", "O", "C", "C", "C", "C", "C", "N", "H", "H", "H", "H", "H", "H", "H", "H", "H", "H", "O", "C", "N", "C", "C", "C", "C", "C", "C", "N", "C", "C", "C", "C", "C", "N", "H", "H", "H", "H", "H", "H", "H", "H", "H", "H", "N", "C", "O", "C", "I", "H", "H", "H", "H"],
  "coordinates": [[8.857, 9.992, 11.326], [6.052, 8.120, 17.740], [6.438, 8.242, 16.040], [7.223, 9.278, 15.521], [7.482, 9.438, 14.121], [8.259, 10.421, 13.657], [8.646, 11.529, 14.280], [8.366, 11.807, 15.455], [9.432, 12.480, 13.467], [9.343, 13.863, 13.789], [10.125, 14.734, 13.063], [11.137, 14.246, 12.235], [11.165, 12.890, 12.026], [10.278, 12.004, 12.611], [6.897, 8.504, 13.135], [6.213, 7.439, 13.740], [5.937, 7.263, 15.108], [5.050, 5.794, 15.523], [7.169, 8.647, 11.790], [6.305, 8.217, 10.855], [5.124, 7.937, 11.084], [6.764, 8.087, 9.409], [6.740, 6.823, 8.914], [7.255, 6.545, 7.669], [7.763, 7.649, 6.958], [7.508, 8.941, 7.437], [7.145, 9.156, 8.678], [7.633, 9.981, 16.209], [8.740, 14.147, 14.659], [9.966, 15.776, 13.111], [11.892, 14.852, 11.746], [11.858, 12.430, 11.281], [5.881, 6.640, 13.066], [6.262, 6.036, 9.492], [7.283, 5.524, 7.212], [8.171, 7.421, 5.998], [7.620, 9.857, 6.827], [10.666, 6.920, 9.648], [10.547, 7.803, 10.530], [10.507, 9.115, 10.218], [10.988, 9.487, 8.909], [10.471, 10.736, 8.281], [10.926, 10.984, 6.999], [10.511, 12.146, 6.351], [9.454, 12.865, 6.944], [8.969, 12.450, 8.197], [9.511, 11.438, 8.851], [10.404, 7.409, 11.996], [10.217, 6.050, 12.197], [10.311, 5.569, 13.502], [10.594, 6.458, 14.526], [10.718, 7.797, 14.173], [10.457, 8.270, 12.951], [12.067, 9.698, 9.068], [10.993, 8.637, 8.228], [11.762, 10.348, 6.693], [11.077, 12.476, 5.445], [8.907, 13.625, 6.435], [8.099, 12.983, 8.565], [10.002, 5.417, 11.316], [10.203, 4.540, 13.753], [10.542, 6.256, 15.584], [10.994, 8.497, 14.903], [4.933, 11.455, 10.972], [5.985, 12.262, 10.964], [7.134, 11.746, 10.924], [5.756, 13.690, 11.120], [5.485, 14.539, 9.042], [4.974, 10.422, 11.004], [4.034, 11.847, 10.863], [6.538, 14.269, 11.576], [4.807, 13.844, 11.663]]
}

Entry 3:
{
  "formula": "C2H8NS",
  "method": "wB97M-V/def2-TZVPD",
  "smiles": "[NH3+]CCS",
  "charge": 1,
  "homo_lumo_gap_ev": 9.251,
  "lumo_ev": -4.00,
  "elements": ["C", "C", "S", "N", "H", "H", "H", "H", "H", "H", "H", "H"],
  "coordinates": [[-0.216, -0.594, 0.139], [0.504, 0.458, -0.709], [2.083, -0.204, -1.384], [-0.923, 0.158, 1.288], [0.376, -1.340, 0.673], [-1.018, -1.053, -0.421], [0.778, 1.355, -0.135], [-0.125, 0.772, -1.538], [1.686, -0.591, -2.584], [-1.614, -0.362, 1.827], [-1.383, 0.999, 0.937], [-0.148, 0.403, 1.908]]
}

Entry 4:
{
  "formula": "C3H8OS",
  "method": "wB97M-V/def2-TZVPD",
  "smiles": "CSCCO",
  "charge": 0,
  "homo_lumo_gap_ev": 9.706,
  "lumo_ev": 0.84,
  "elements": ["C", "C", "C", "H", "H", "H", "H", "H", "H", "H", "H", "O", "S"],
  "coordinates": [[-1.668, 0.754, -0.614], [0.590, 0.058, 1.137], [1.485, 0.496, -0.092], [-2.731, 0.931, -0.290], [-1.144, 1.708, -0.348], [-1.480, 0.471, -1.620], [1.069, -0.706, 1.772], [0.301, 1.033, 1.608], [1.047, 1.457, -0.447], [2.529, 0.848, 0.343], [0.654, -0.667, -1.198], [1.599, -0.513, -1.053], [-0.968, -0.551, 0.376]]
}

Entry 5:
{
  "formula": "C7H17N2",
  "method": "wB97M-V/def2-TZVPD",
  "charge": 1,
  "homo_lumo_gap_ev": [7.570, 9.532],
  "lumo_ev": [-5.76, -4.78],
  "elements": ["C", "C", "C", "C", "C", "C", "C", "N", "N", "H", "H", "H", "H", "H", "H", "H", "H", "H", "H", "H", "H", "H", "H", "H", "H", "H"],
  "coordinates": [[-2.231, 0.140, 0.065], [-3.729, 0.383, 0.101], [1.675, 1.152, 1.436], [1.046, 1.292, -1.248], [0.398, -1.280, -1.231], [0.802, -1.667, 1.122], [1.596, 0.504, 0.014], [-1.320, 0.091, 0.866], [0.802, -0.749, -0.004], [-2.135, -0.148, -1.076], [-3.958, 0.308, 1.211], [-3.639, 1.493, -0.218], [-4.153, -0.387, -0.524], [1.793, 2.190, 1.276], [0.888, 0.834, 2.238], [2.602, 0.721, 1.764], [1.555, 1.024, -2.224], [1.382, 2.403, -1.085], [0.006, 1.340, -1.309], [0.600, -0.578, -2.042], [0.934, -2.189, -1.334], [-0.705, -1.534, -1.230], [0.316, -2.526, 0.923], [1.790, -1.895, 1.282], [0.432, -1.311, 1.967], [2.686, 0.143, -0.029]]
}

Entry 6:
{
  "formula": "C48H59AsN6OS2Ta",
  "method": "wB97M-V/def2-TZVPD",
  "charge": 1,
  "homo_lumo_gap_ev": 6.640,
  "lumo_ev": -3.17,
  "elements": ["Ta", "C", "C", "N", "C", "C", "C", "S", "N", "C", "O", "C", "C", "C", "C", "C", "C", "H", "H", "H", "H", "H", "H", "H", "H", "H", "H", "H", "H", "H", "H", "H", "C", "C", "C", "C", "C", "C", "As", "N", "C", "C", "C", "C", "C", "C", "C", "C", "C", "C", "C", "C", "C", "C", "C", "C", "C", "C", "H", "H", "H", "H", "H", "H", "H", "H", "H", "H", "H", "H", "H", "H", "H", "H", "H", "H", "H", "H", "H", "H", "H", "H", "H", "H", "H", "C", "N", "C", "C", "N", "C", "S", "H", "H", "H", "H", "H", "H", "H", "H", "C", "C", "C", "C", "C", "C", "C", "C", "N", "H", "H", "H", "H", "H", "H", "H", "H", "H"],
  "coordinates": [[0.720, -0.069, 0.489], [6.018, -3.307, 1.159], [5.629, -3.088, -0.297], [5.000, -1.795, -0.515], [5.806, -0.766, -1.133], [5.788, -0.888, -2.652], [3.705, -1.654, -0.256], [2.902, -0.199, -0.789], [3.064, -2.675, 0.244], [1.957, -2.754, 0.948], [1.507, -1.787, 1.643], [1.331, -4.084, 0.941], [1.992, -5.178, 0.376], [1.364, -6.406, 0.306], [0.064, -6.550, 0.772], [-0.588, -5.475, 1.360], [0.044, -4.250, 1.446], [6.535, -4.258, 1.256], [5.129, -3.325, 1.786], [6.682, -2.515, 1.499], [4.927, -3.865, -0.608], [6.511, -3.130, -0.936], [6.822, -0.876, -0.747], [5.430, 0.217, -0.841], [6.139, -1.869, -2.963], [6.432, -0.138, -3.095], [4.780, -0.738, -3.026], [3.001, -5.058, 0.014], [1.884, -7.262, -0.103], [-0.440, -7.501, 0.687], [-1.586, -5.601, 1.757], [-0.439, -3.398, 1.901], [-5.300, 2.592, 3.570], [-3.870, 2.571, 3.134], [-3.272, 3.670, 2.538], [-1.943, 3.649, 2.143], [-1.386, 4.887, 1.491], [-1.159, 2.492, 2.331], [0.760, 2.780, 1.799], [0.749, 1.868, 0.155], [0.927, 2.606, -1.004], [0.806, 1.946, -2.236], [1.102, 2.591, -3.421], [1.499, 3.918, -3.421], [1.587, 4.596, -2.218], [1.310, 3.955, -1.027], [1.961, 1.558, 2.822], [3.214, 1.260, 2.246], [3.803, 2.118, 1.159], [4.004, 0.267, 2.813], [3.645, -0.359, 4.000], [4.432, -1.494, 4.577], [2.560, 0.157, 4.694], [1.737, 1.129, 4.142], [0.704, 1.773, 5.025], [-1.774, 1.363, 2.888], [-1.119, 0.019, 3.064], [-3.104, 1.430, 3.288], [-5.627, 3.599, 3.808], [-5.450, 1.959, 4.440], [-5.926, 2.210, 2.765], [-3.856, 4.567, 2.387], [-2.177, 5.617, 1.336], [-0.953, 4.645, 0.516], [-0.610, 5.337, 2.120], [0.466, 0.914, -2.241], [1.029, 2.045, -4.351], [1.747, 4.412, -4.346], [1.884, 5.634, -2.206], [1.407, 4.506, -0.094], [3.131, 2.331, 0.327], [4.711, 1.670, 0.758], [4.084, 3.076, 1.613], [4.935, -0.006, 2.335], [5.253, -1.787, 3.926], [3.778, -2.354, 4.721], [4.832, -1.216, 5.551], [2.346, -0.200, 5.692], [1.221, 2.262, 5.851], [0.020, 1.040, 5.452], [0.134, 2.536, 4.490], [-0.055, 0.063, 3.289], [-1.293, -0.583, 2.166], [-1.600, -0.510, 3.886], [-3.556, 0.559, 3.740], [-2.254, 1.886, -3.468], [-3.005, 0.757, -3.012], [-3.922, 0.090, -3.917], [-4.595, -0.945, -3.008], [-4.297, -0.414, -1.691], [-3.270, 0.462, -1.730], [-2.489, 1.105, -0.403], [-2.926, 2.654, -3.864], [-1.565, 1.578, -4.255], [-1.690, 2.295, -2.630], [-3.373, -0.353, -4.751], [-4.642, 0.815, -4.316], [-4.141, -1.936, -3.131], [-5.672, -1.011, -3.177], [-4.552, -0.912, -0.857], [-2.852, -2.200, 0.628], [-2.234, -2.672, -0.657], [-2.897, -3.632, -1.404], [-2.374, -4.139, -2.581], [-1.142, -3.686, -3.025], [-0.452, -2.719, -2.320], [0.885, -2.238, -2.795], [-0.984, -2.178, -1.119], [-0.274, -1.279, -0.428], [-2.271, -2.530, 1.485], [-3.851, -2.621, 0.728], [-2.906, -1.112, 0.667], [-3.846, -4.007, -1.039], [-2.920, -4.884, -3.140], [-0.715, -4.096, -3.930], [1.122, -2.646, -3.774], [1.660, -2.546, -2.090], [0.903, -1.149, -2.855]]
}

Results for ΔE to the lowest compared entry with this formula, charge and spin: 240.5 61.5 21.6 82.6 525.3 204.3 (in kJ/mol, following the order of the records).